Record 1
C30H63FNO10PS3 | ωB97M-V/def2-TZVPD

Structure (XYZ):
```
109
Properties=species:S:1:pos:R:3:forces:R:3
C 3.82467 -2.12133 2.42648 -1.31 0.12 0.57
O 4.71636 -2.17451 1.25758 0.45 -1.01 2.11
C 5.89624 -3.02338 1.49149 1.45 0.03 -0.31
C 5.71807 -4.57609 0.97348 0.13 -0.34 0.76
C 4.16800 -5.02776 0.68226 0.48 -0.76 -0.33
C 3.55756 -4.43868 -0.73079 0.01 0.80 1.51
P 1.87655 -5.31901 -1.16808 -0.34 -0.60 -0.49
F 1.69432 -6.74045 -0.16076 0.47 2.61 -0.64
C 0.46763 -4.10128 -0.61442 -0.82 0.41 0.37
C -0.35415 -3.49187 -1.93256 0.13 0.22 0.44
C -1.28023 -2.18715 -1.53025 0.45 0.73 0.00
C -2.37813 -2.44676 -0.36212 0.12 -1.64 -0.25
C -3.23413 -1.19782 0.18484 -0.80 -0.05 0.93
C -2.94028 0.28304 -0.37565 -1.07 1.81 0.48
C -2.49187 1.37104 0.81311 0.35 -0.24 0.33
C -0.84639 1.67093 0.78462 -2.00 -0.05 0.68
C -0.15525 0.41945 1.58508 -0.10 0.05 -0.16
C 1.46706 0.28511 1.41360 -0.18 -0.28 -0.61
C 2.15422 1.33786 0.36436 1.10 -0.80 0.51
C 3.63378 0.67419 -0.04533 -1.04 0.89 1.20
N 4.30146 1.56238 -1.07339 3.52 1.33 -1.12
C 3.77203 2.29722 -2.28684 5.90 0.88 1.04
C 5.11145 3.07544 -2.85038 -0.30 -1.90 2.42
C 6.45813 2.77202 -1.96192 -6.43 -2.91 1.42
C 5.80535 1.75768 -0.84217 -0.47 2.51 -3.39
H 2.72068 -2.38597 2.08803 2.26 0.47 0.55
H 4.09945 -2.88515 3.27315 -0.26 1.44 -1.68
H 3.74913 -1.03006 2.90208 0.49 -2.31 -1.13
H 6.80499 -2.57469 0.86100 -2.16 -0.70 1.34
H 6.24610 -2.95687 2.63049 -0.97 -0.27 -2.40
H 6.12345 -5.28008 1.83796 -0.80 1.41 -1.79
H 6.43671 -4.75828 0.04518 -1.81 0.37 1.82
H 3.47724 -4.79315 1.61558 1.40 -0.26 -2.06
H 4.16639 -6.21439 0.58723 0.03 2.53 0.21
H 4.33757 -4.49940 -1.61335 -1.72 -0.29 1.78
H 3.28079 -3.29727 -0.61794 0.62 -2.15 -0.12
H 0.89104 -3.18991 0.00933 -0.92 -1.79 -1.07
H -0.31714 -4.73582 0.00135 1.68 1.41 -1.04
H -1.06666 -4.32999 -2.33686 1.54 1.55 0.60
H 0.42387 -3.15564 -2.76733 -1.75 -0.82 1.71
H -1.79380 -1.81246 -2.52013 0.89 -0.72 1.94
H -0.58045 -1.28886 -1.17186 -1.27 -1.95 -0.79
H -1.83684 -2.97186 0.55049 -1.07 1.11 -1.86
H -3.14528 -3.26340 -0.77417 1.69 1.67 0.87
H -3.11635 -1.16744 1.37268 -0.23 -0.09 -2.58
H -4.38878 -1.43658 0.00923 2.54 0.52 0.32
H -2.15983 0.41140 -1.22781 -1.42 -0.65 1.43
H -3.96729 0.72249 -0.79751 2.43 -1.11 0.79
H -3.12273 2.38098 0.72859 1.48 -2.20 0.03
H -2.70999 0.91144 1.88852 0.24 0.97 -2.26
H -0.57019 1.74952 -0.35233 -0.19 -0.07 2.34
H -0.73183 2.71089 1.35954 0.27 -2.27 -1.41
H -0.40976 0.50436 2.73390 0.39 -0.09 -2.36
H -0.66907 -0.57590 1.20132 1.04 2.03 0.75
H 1.69129 -0.80369 0.99450 -0.39 2.24 1.01
H 1.97849 0.40673 2.46569 -0.89 -0.29 -2.16
H 1.57674 1.49666 -0.64065 0.85 -0.28 2.16
H 2.32725 2.35986 0.95350 -0.34 -2.09 -1.68
H 3.54219 -0.46001 -0.36856 0.14 2.45 0.47
H 4.29278 0.73555 0.94719 -1.31 -0.33 -2.37
H 2.66584 2.26394 -2.67080 2.63 0.03 1.03
H 5.14436 3.79267 -3.78288 -0.35 -1.72 2.11
H 7.57552 3.13218 -2.08288 -2.84 -0.89 0.29
H 6.36523 1.21560 0.06047 -1.72 1.31 -2.25
C -7.36671 3.59478 -3.51639 0.04 0.20 0.32
C -6.50144 2.65485 -4.33621 -1.09 -0.28 0.32
O -5.21297 3.20569 -4.57893 1.20 0.20 0.46
S -4.15021 3.26423 -3.34674 0.23 0.05 -0.75
C -2.71779 3.72314 -4.29280 -0.13 -0.08 -0.14
O -3.95463 1.92560 -2.82932 -0.52 1.18 -0.16
O -4.49020 4.37762 -2.48677 0.02 -1.13 -0.33
H -6.95907 3.73093 -2.51059 -0.07 -0.05 -0.14
H -8.38139 3.20166 -3.41417 0.09 -0.02 -0.12
H -7.41067 4.58398 -3.98334 -0.04 -0.18 0.00
H -6.41598 1.67427 -3.85685 0.15 0.10 -0.01
H -6.97404 2.49722 -5.31177 0.43 0.08 0.03
H -2.46359 2.91010 -4.97381 -0.15 0.05 0.09
H -1.89774 3.89712 -3.59275 -0.25 0.03 0.03
H -2.93532 4.64129 -4.84181 0.00 -0.12 0.16
C 1.18820 7.86255 -0.33192 -0.09 0.33 -0.17
C 0.66736 6.43752 -0.37958 1.14 0.25 -0.17
O -0.73701 6.38485 -0.16177 -1.19 0.05 -0.54
S -1.72576 6.88828 -1.35346 -0.35 -0.03 0.69
C -3.25300 6.31167 -0.65168 0.21 -0.03 0.25
O -1.44777 6.12271 -2.55118 0.16 0.79 0.64
O -1.75674 8.33527 -1.35717 0.27 -1.14 -0.41
H 0.78456 8.45854 -1.15546 0.07 -0.10 0.11
H 2.27823 7.88236 -0.40943 -0.08 -0.12 0.07
H 0.88588 8.35241 0.59928 0.09 -0.12 -0.09
H 0.92802 5.95098 -1.32507 -0.16 0.03 0.04
H 1.14016 5.85966 0.42196 -0.42 -0.05 -0.08
H -3.23732 5.22206 -0.60758 0.01 0.22 -0.06
H -4.06559 6.64984 -1.29833 0.27 -0.07 -0.02
H -3.37014 6.74300 0.34429 0.15 0.01 -0.15
C -3.24857 -6.03757 5.22958 -0.23 0.15 -0.27
C -1.82864 -5.78033 5.70060 -0.92 -0.05 0.76
O -0.91465 -5.73718 4.61192 0.60 0.73 -0.98
S -0.93039 -4.43261 3.63773 0.27 -0.34 0.08
C 0.55247 -4.79882 2.72974 0.01 -0.17 0.23
O -0.70376 -3.24562 4.43623 -0.58 -0.85 -0.60
O -2.04860 -4.54214 2.72538 0.69 0.40 0.81
H -3.62041 -5.20664 4.62326 0.05 -0.11 0.11
H -3.92546 -6.15909 6.07907 0.15 -0.04 0.00
H -3.29085 -6.93630 4.60589 0.03 0.08 0.16
H -1.76671 -4.86038 6.29093 0.09 0.00 -0.17
H -1.51597 -6.60361 6.35205 0.27 0.15 -0.31
H 1.40626 -4.75546 3.40693 -0.15 -0.02 0.00
H 0.65696 -4.04665 1.94478 -0.18 -0.06 0.25
H 0.45741 -5.78951 2.28115 0.00 0.12 0.04
```
Forces are in eV/Å.

Calculated values
- Structure (SMILES): COCCCCP(F)CCCCCCCCCCCCn1cccc1.CCOS(C)(=O)=O.CCOS(C)(=O)=O.CCOS(C)(=O)=O
- F_max: 7.2 eV Å⁻¹
- HOMO-LUMO gap: 8.109 eV



Record 2
C23H45N5OPS | ωB97M-V/def2-TZVPD

Structure (XYZ):
```
76
Properties=species:S:1:pos:R:3:forces:R:3
C 3.25347 -4.80979 3.30276 0.55 0.18 -0.43
O 2.32314 -4.81613 2.21195 -0.14 -0.15 1.08
C 1.00365 -4.88988 2.77334 -0.57 -0.19 -0.87
C -0.03918 -4.02488 2.03166 -0.47 0.48 0.91
C -0.02598 -2.52426 2.49132 0.51 -0.99 -0.67
C 1.30012 -1.81160 2.15523 -0.04 1.11 0.21
C 1.38519 -0.39068 2.84269 -0.71 -1.37 -0.49
P 2.77676 -0.42170 4.14578 2.47 0.61 -1.93
N 1.59030 0.40322 5.40329 -0.36 -0.85 1.68
C 1.02379 -0.38751 6.08410 -1.50 1.07 -0.17
S -0.08969 -1.30982 6.84118 0.70 -0.05 0.01
H 3.27564 -3.79915 3.76247 -0.06 -0.58 0.02
H 3.01387 -5.59060 4.05186 0.00 0.37 -0.25
H 4.26233 -5.03414 2.91143 -0.47 0.14 0.00
H 1.02962 -4.58551 3.83507 -0.11 -0.08 -0.38
H 0.66773 -5.95014 2.69894 0.24 0.38 0.28
H -0.01464 -4.13696 0.93170 0.35 0.04 0.43
H -1.03519 -4.41112 2.35173 0.50 -0.01 -0.24
H -0.86813 -2.02840 1.96742 0.39 0.03 0.44
H -0.21115 -2.52168 3.58529 0.08 0.19 -0.50
H 2.19471 -2.35896 2.50753 -0.59 -0.13 -0.27
H 1.38457 -1.70932 1.05231 0.00 -0.15 0.50
H 0.39390 -0.25323 3.32433 0.58 0.42 -0.21
H 1.58305 0.40356 2.09911 -0.04 -0.45 0.65
H 3.21998 0.91189 3.75667 -0.30 0.03 0.23
H 3.83284 -0.42600 5.15787 -0.29 0.04 0.21
H 2.42535 -1.76847 4.58479 -0.45 -0.10 -0.06
H 3.76073 -0.94336 3.18862 -0.29 -0.33 -0.03
C -0.85208 4.40789 -0.17533 0.11 -0.17 -0.23
C -0.29990 3.16523 -0.86608 -0.16 0.29 0.08
C 0.11112 2.06486 0.11426 0.10 0.05 -0.30
C 1.24311 2.46421 0.95013 -0.06 0.19 0.05
N 2.13024 2.79460 1.60070 0.00 0.25 -0.21
H -0.09822 4.88458 0.45062 -0.04 -0.05 0.03
H -1.17686 5.13890 -0.91634 -0.02 0.03 0.08
H -1.71058 4.15963 0.45171 0.03 0.04 0.02
H 0.55152 3.44724 -1.49177 0.01 -0.10 0.02
H -1.06813 2.76550 -1.53469 0.07 -0.13 0.03
H 0.38709 1.17273 -0.44493 0.07 -0.05 0.20
H -0.73441 1.78862 0.74582 0.12 -0.05 0.08
C 2.58409 7.90506 1.15647 -0.04 -0.04 -0.07
C 1.87482 8.86422 0.20623 0.32 -0.15 0.13
C 0.48293 9.27394 0.69557 0.21 0.18 -0.28
C -0.44686 8.14562 0.72603 -0.08 0.08 0.16
N -1.17567 7.25915 0.75708 -0.04 0.22 0.01
H 2.04922 6.95761 1.24237 0.01 0.03 0.04
H 3.58776 7.68541 0.79110 -0.02 -0.03 0.04
H 2.67584 8.33872 2.15454 -0.01 -0.03 -0.01
H 1.80488 8.40728 -0.78364 -0.09 0.06 0.01
H 2.48326 9.76590 0.09831 -0.12 0.05 -0.03
H 0.08041 10.04237 0.03143 -0.13 -0.07 0.04
H 0.55186 9.72094 1.68965 -0.07 -0.12 0.03
C -2.90004 0.48372 -3.83527 0.10 0.01 0.09
C -2.40892 -0.96042 -3.82366 -0.24 0.77 0.49
C -2.61644 -1.65184 -2.47338 0.06 -0.13 -0.29
C -1.80574 -1.06204 -1.40864 -0.11 -0.07 0.12
N -1.16836 -0.59933 -0.57275 -0.14 -0.15 -0.15
H -2.33657 1.10515 -3.13552 -0.05 0.00 0.02
H -2.77905 0.91338 -4.83105 -0.01 0.00 0.03
H -3.95844 0.54097 -3.56884 0.02 0.03 0.01
H -1.35591 -0.98618 -4.10113 -0.04 -0.12 0.02
H -2.94760 -1.51308 -4.57615 -0.12 -0.01 0.14
H -2.35028 -2.70793 -2.56936 0.05 0.02 0.14
H -3.67191 -1.61683 -2.19284 0.06 0.07 0.12
C -1.76078 -5.88559 -4.06937 -0.07 0.04 0.03
C -2.94861 -5.75988 -5.01736 0.16 -0.15 0.29
C -2.59419 -5.06326 -6.33442 -0.32 -0.22 0.08
C -2.22404 -3.66192 -6.13835 0.15 0.00 -0.17
N -1.93025 -2.56157 -5.98443 0.22 -0.65 -0.76
H -1.39345 -4.90645 -3.75590 0.04 -0.02 -0.04
H -2.05057 -6.43264 -3.17174 0.05 0.02 -0.01
H -0.93748 -6.42505 -4.54187 0.01 0.03 0.02
H -3.75771 -5.22387 -4.51538 -0.02 0.02 -0.11
H -3.32331 -6.76064 -5.24464 -0.04 0.07 -0.10
H -3.45408 -5.10735 -7.00665 0.06 0.14 -0.04
H -1.77844 -5.59298 -6.83095 0.07 0.13 0.03
```
Forces are in eV/Å.

Calculated values
- Net charge: -1
- F_max: 3.2 eV Å⁻¹
- HOMO-LUMO gap: 5.177 eV



Record 3
CH2NP3 | ωB97M-V/def2-TZVPD

Structure (XYZ):
```
7
Properties=species:S:1:pos:R:3:forces:R:3
C -0.17753 1.25296 -0.29012 2.97 1.58 -0.64
P 1.38461 0.46927 -0.22432 -1.50 0.52 -0.42
P 0.47566 -1.51390 -0.22933 0.26 0.53 2.22
N -1.07440 -1.03102 0.18748 -0.66 -1.09 -0.07
P -1.69495 0.41277 -0.03473 0.68 -0.73 0.11
H -0.00661 2.34988 -0.53125 -0.80 -1.22 0.51
H 1.09321 -1.93995 1.12226 -0.95 0.41 -1.69
```
Forces are in eV/Å.

Calculated values
- Structure (SMILES): C1=P#[PH]N=P1
- F_max: 3.4 eV Å⁻¹
- HOMO-LUMO gap: 7.754 eV